ORCA calculation (ωB97M-V/def2-TZVPD) on an isolated molecule of C2H5NO2 at a distorted geometry.

Last column: natural (NBO) charge in e.
Positions of all 10 atoms, in Å:
C1 -0.143 0.237 -1.053  -0.34
C2 -0.396 0.349 0.473  0.76
H1 0.519 -1.850 -1.336  0.38
H2 1.537 -0.720 -1.857  0.37
H3 0.487 0.960 -1.531  0.22
H4 -1.006 -0.047 -1.703  0.22
H5 1.239 -0.480 0.393  0.50
N1 0.840 -0.964 -1.106  -0.86
O1 -1.419 0.680 1.046  -0.56
O2 0.742 -0.009 1.112  -0.69

Energy relative to the best compared isomer or geometry (same formula, charge and spin) = 98.4 kJ/mol
E_tot = -284.429877 Eh
Net charge = 0
SMILES = NCC(=O)O
Kohn-Sham gap = 10.6902 eV

---

ORCA calculation (ωB97M-V/def2-TZVPD) on a cluster of 2 separate species, CH3Br2O2P in total at a distorted geometry.

Last column: natural (NBO) charge in e.
Positions of all 9 atoms, in Å:
C1 -0.218 -0.430 -0.347  0.34
O1 -0.468 2.183 1.470  -1.08
O2 0.961 -0.483 -0.174  -0.54
P1 0.409 2.433 2.613  1.25
Br1 -0.911 2.129 4.470  -0.37
Br2 1.758 0.166 2.798  -0.21
H1 1.349 -0.154 1.260  0.31
H2 -0.684 0.331 -0.994  0.16
H3 -0.842 -0.960 0.455  0.13

Energy relative to the best compared isomer or geometry (same formula, charge and spin) = 197.2 kJ/mol
E_tot = -5679.750313 Eh
Net charge = 0
Kohn-Sham gap = 8.6936 eV